The following is a quantum chemistry calculation of a cluster of 22 separate species, C77H208N24O37 in total in a non-equilibrium geometry, from the OMol25 dataset.

XYZ file:
```
346
Properties=species:S:1:pos:R:3:lowdin_charge:R:1
C 10.52478 6.01903 -5.13293 -0.116
O 9.21043 6.22233 -4.64370 -0.195
C 9.00222 6.12184 -3.25278 -0.215
C 9.44571 4.79053 -2.73761 -0.219
N 8.58712 3.62827 -3.08403 -0.050
C 9.24013 2.45109 -2.54744 -0.206
C 8.47085 1.13360 -2.94923 -0.186
O 8.59443 0.87034 -4.38614 -0.177
C 7.70215 -0.17898 -4.68742 -0.118
H 11.26938 6.46557 -4.47393 0.093
H 10.61795 6.64418 -6.02096 0.080
H 10.74519 5.04424 -5.56800 0.088
H 7.94364 6.26479 -3.03579 0.125
H 9.59171 6.92064 -2.80275 0.121
H 9.36489 4.89503 -1.65565 0.120
H 10.45024 4.45738 -2.99847 0.109
H 8.53593 3.54820 -4.08954 0.110
H 9.25661 2.57868 -1.46506 0.121
H 10.24436 2.21623 -2.90025 0.113
H 7.46451 1.14880 -2.53075 0.084
H 8.86426 0.28564 -2.38862 0.113
H 7.68196 -0.53666 -5.71687 0.091
H 6.70788 0.21742 -4.48149 0.066
H 7.87731 -0.99062 -3.98125 0.079
C 1.29720 6.85628 11.13765 -0.104
O 0.35739 5.78965 11.00764 -0.179
C 0.49374 5.09957 9.80329 -0.232
C -0.59355 4.04684 9.25634 -0.146
N -1.90468 4.73278 9.19065 -0.056
C -1.92338 5.56938 8.00674 -0.231
C -2.12693 4.87196 6.67756 -0.210
O -1.95306 5.85637 5.65226 -0.163
C -2.30857 5.42277 4.36757 -0.132
H 2.33775 6.53324 11.10598 0.082
H 1.13150 7.42230 12.05431 0.085
H 1.17130 7.53131 10.29114 0.081
H 1.46863 4.61203 9.80111 0.115
H 0.55453 5.79630 8.96725 0.093
H -0.65367 3.27174 10.02035 0.109
H -0.31601 3.63155 8.28752 0.099
H -2.72909 4.15316 9.25772 0.105
H -1.17476 6.36027 7.96036 0.117
H -2.80004 6.21640 8.03721 0.115
H -3.14648 4.49681 6.58873 0.114
H -1.52430 3.96813 6.58788 0.109
H -1.72457 4.60262 3.94995 0.065
H -2.35346 6.06901 3.49094 0.084
H -3.30903 4.99045 4.38449 0.065
C 1.66013 -3.60366 -7.56290 -0.078
O 1.74974 -4.00905 -6.16885 -0.173
C 2.24877 -2.96844 -5.40342 -0.256
C 2.11425 -3.34057 -3.90215 -0.169
N 3.20170 -4.22880 -3.43822 -0.060
C 3.39260 -5.53239 -4.15460 -0.168
C 4.76238 -6.11826 -3.75665 -0.180
O 5.81888 -5.14752 -4.07153 -0.199
C 7.01662 -5.26333 -3.31029 -0.094
H 1.10980 -2.68633 -7.77205 0.084
H 1.34286 -4.37576 -8.26384 0.085
H 2.63100 -3.33450 -7.97890 0.081
H 1.65261 -2.06052 -5.49476 0.108
H 3.29875 -2.67985 -5.45204 0.128
H 1.21827 -3.93692 -3.72988 0.109
H 2.03952 -2.49075 -3.22368 0.084
H 4.05671 -3.69478 -3.50039 0.084
H 3.33318 -5.46829 -5.24109 0.107
H 2.63208 -6.24916 -3.84480 0.098
H 4.96182 -7.03389 -4.31337 0.118
H 4.80089 -6.42380 -2.71106 0.094
H 7.81751 -5.75138 -3.86571 0.086
H 6.74380 -5.79321 -2.39767 0.081
H 7.37319 -4.28892 -2.97638 0.070
C -5.57512 -1.02739 6.12781 -0.096
O -4.36737 -1.65221 6.52758 -0.190
C -3.20013 -1.21722 5.89156 -0.207
C -2.83402 -1.75804 4.48093 -0.194
N -2.94054 -3.19099 4.36913 -0.063
C -1.65761 -3.72920 4.81222 -0.153
C -1.69265 -5.24065 4.49122 -0.198
O -0.65285 -5.58642 3.60777 -0.251
C -0.58560 -7.03865 3.49913 -0.069
H -5.85623 -1.21759 5.09200 0.079
H -5.57410 0.04986 6.29406 0.082
H -6.39290 -1.40862 6.73935 0.089
H -2.34732 -1.53582 6.49098 0.108
H -3.13131 -0.12944 5.88159 0.121
H -1.91839 -1.24125 4.19344 0.116
H -3.54482 -1.34482 3.76531 0.086
H -3.01181 -3.49330 3.40807 0.062
H -1.67773 -3.63446 5.89791 0.116
H -0.72080 -3.27268 4.49271 0.106
H -2.64434 -5.64296 4.14404 0.112
H -1.47248 -5.76694 5.42000 0.120
H -0.30506 -7.55220 4.41873 0.090
H 0.26922 -7.34366 2.89553 0.066
H -1.53635 -7.33771 3.05784 0.095
C 5.84722 2.99059 -1.41842 -0.090
O 4.49232 3.44754 -1.24707 -0.222
C 4.32490 4.74659 -1.85481 -0.202
C 2.89408 5.35080 -1.88298 -0.187
N 1.97137 4.38317 -2.57396 0.004
C 0.69679 5.08145 -3.05992 -0.164
C -0.18512 5.48125 -1.92964 -0.225
O 0.21092 6.62012 -1.14414 -0.198
C 0.00102 7.82297 -1.81589 -0.125
H 5.99747 2.90449 -2.49458 0.074
H 6.02128 2.02758 -0.93839 0.078
H 6.47758 3.76329 -0.97832 0.089
H 4.71230 4.72399 -2.87340 0.107
H 4.93686 5.48890 -1.34238 0.120
H 3.01362 6.36409 -2.26647 0.118
H 2.63021 5.60813 -0.85719 0.067
H 2.57957 3.72356 -3.03778 0.088
H 0.27138 4.37688 -3.77455 0.101
H 0.76436 5.96714 -3.69165 0.102
H -0.31247 4.80615 -1.08339 0.116
H -1.21443 5.41707 -2.28247 0.110
H -0.93560 7.72281 -2.36436 0.082
H 0.76270 8.01952 -2.57042 0.080
H -0.10438 8.68593 -1.15842 0.094
C 2.89044 0.66105 -4.19095 -0.099
O 2.81794 1.20717 -5.47479 -0.176
C 3.78683 0.69011 -6.32681 -0.225
C 3.94033 1.51546 -7.62477 -0.174
N 4.28406 2.89357 -7.20040 -0.045
C 4.10710 3.81064 -8.26498 -0.259
C 4.38074 5.25191 -7.98844 -0.196
O 3.54776 5.89868 -7.02581 -0.153
C 3.62694 5.57621 -5.69214 -0.141
H 2.80236 -0.42257 -4.11276 0.075
H 2.19003 1.13706 -3.50469 0.069
H 3.87496 0.88117 -3.77820 0.091
H 3.44641 -0.31511 -6.57533 0.108
H 4.73068 0.57036 -5.79494 0.108
H 3.04869 1.43000 -8.24588 0.113
H 4.66336 0.99516 -8.25293 0.117
H 3.53617 3.05927 -6.54212 0.073
H 3.11698 3.73232 -8.71400 0.123
H 4.79274 3.49028 -9.04945 0.127
H 4.15566 5.66898 -8.97002 0.119
H 5.42532 5.54013 -7.87062 0.125
H 2.69474 5.85156 -5.19891 0.078
H 4.52939 5.99676 -5.24846 0.094
H 3.63862 4.53168 -5.38080 0.060
C -7.99171 -7.05952 3.32953 -0.064
O -6.91486 -6.58324 2.49755 -0.270
C -7.04805 -6.72541 1.09056 -0.183
C -5.80032 -5.98866 0.58780 -0.195
N -5.87121 -4.58085 0.85391 -0.044
C -6.79616 -3.89398 -0.05781 -0.157
C -6.93314 -2.37690 0.13091 -0.162
O -7.85980 -2.11482 1.23137 -0.202
C -7.88303 -0.74117 1.61868 -0.097
H -8.52819 -6.15390 3.61263 0.098
H -7.40319 -7.55595 4.10109 0.086
H -8.69673 -7.83658 3.03421 0.085
H -7.97207 -6.28632 0.71440 0.115
H -7.08315 -7.80375 0.93550 0.127
H -5.64212 -6.28844 -0.44816 0.123
H -4.91359 -6.32282 1.12646 0.121
H -6.41166 -4.60789 1.70673 0.106
H -7.73988 -4.43218 -0.14635 0.118
H -6.38109 -3.91997 -1.06535 0.095
H -7.19961 -1.74438 -0.71586 0.114
H -6.00442 -1.91597 0.46727 0.104
H -8.05419 -0.19630 0.69028 0.077
H -6.95862 -0.39651 2.08212 0.076
H -8.69768 -0.68012 2.34027 0.088
C 1.81471 -1.73869 -0.70237 -0.018
O 2.62538 -0.67861 -1.40020 -0.265
C 2.58884 0.67233 -0.86613 -0.135
C 1.13204 1.20194 -0.87888 -0.172
N 0.35457 0.90557 0.35597 -0.039
C -0.94105 1.51521 0.33644 -0.220
C -1.67393 1.35366 1.66575 -0.230
O -2.17031 0.10139 1.73382 -0.182
C -3.60457 -0.07953 1.61803 -0.062
H 1.82154 -2.73802 -1.13756 0.075
H 0.76099 -1.47247 -0.61926 0.062
H 2.24768 -1.75401 0.29783 0.072
H 3.30613 1.28633 -1.41074 0.098
H 3.07058 0.48100 0.09273 0.108
H 0.64699 0.87604 -1.79899 0.091
H 1.23020 2.27529 -1.04130 0.083
H -0.00570 -0.03768 0.33195 0.081
H -1.47569 1.13695 -0.53487 0.128
H -0.76489 2.58609 0.23504 0.102
H -2.45310 2.10679 1.54831 0.102
H -0.96631 1.61400 2.45291 0.106
H -4.15005 0.38438 2.43982 0.077
H -3.92231 -1.11661 1.51043 0.064
H -3.86030 0.39070 0.66851 0.087
C -3.86492 7.11054 -0.43105 -0.077
O -4.36724 5.83913 0.06364 -0.233
C -4.42248 4.83926 -1.00530 -0.154
C -4.01032 3.54642 -0.22903 -0.183
N -5.12559 2.98959 0.55522 -0.036
C -5.41590 3.70767 1.79410 -0.178
C -6.33638 2.89184 2.83044 -0.121
O -7.71068 2.90429 2.25819 -0.229
C -8.56768 2.26157 3.14943 -0.148
H -2.88515 6.90172 -0.86063 0.057
H -3.63535 7.85935 0.32702 0.087
H -4.53292 7.47379 -1.21203 0.087
H -3.75781 5.07961 -1.83509 0.101
H -5.46305 4.84259 -1.32981 0.120
H -3.09725 3.75846 0.32725 0.103
H -3.61751 2.82641 -0.94693 0.104
H -5.98284 2.92135 0.02554 0.063
H -5.81520 4.71026 1.64089 0.108
H -4.45782 3.79418 2.30663 0.101
H -6.22723 3.33296 3.82120 0.116
H -5.96214 1.86901 2.87362 0.090
H -8.75403 2.97838 3.94916 0.090
H -8.14518 1.38650 3.64324 0.074
H -9.49876 1.96908 2.66400 0.088
C -1.32779 2.04454 -4.36778 -0.106
O -1.92895 0.85151 -3.97357 -0.204
C -1.01201 -0.23609 -3.94969 -0.187
C -1.71628 -1.46846 -3.30989 -0.149
N -3.12413 -1.68619 -3.72538 -0.045
C -3.73329 -2.88264 -3.16320 -0.173
C -5.20561 -3.13928 -3.56419 -0.168
O -5.58887 -4.50719 -3.35541 -0.226
C -5.20142 -5.51653 -4.32468 -0.081
H -0.95236 2.10461 -5.38932 0.098
H -0.49971 2.16180 -3.66875 0.069
H -2.01914 2.88594 -4.32115 0.095
H -0.04460 -0.09264 -3.46838 0.092
H -0.76882 -0.48613 -4.98238 0.122
H -1.66992 -1.37192 -2.22516 0.095
H -1.12328 -2.31306 -3.66076 0.110
H -3.67908 -0.87735 -3.48474 0.065
H -3.72420 -2.71310 -2.08651 0.113
H -3.07524 -3.72072 -3.39276 0.092
H -5.42701 -3.05421 -4.62807 0.107
H -5.81822 -2.54014 -2.89051 0.109
H -5.63854 -6.48242 -4.07151 0.092
H -4.12391 -5.61495 -4.45653 0.056
H -5.61658 -5.31188 -5.31152 0.084
C 5.70554 -2.46272 -1.03437 -0.268
C 5.71815 -1.79197 0.34825 -0.200
O 4.57325 -1.82014 1.15035 -0.083
O 4.94562 -1.85352 -1.96613 -0.056
H 5.27741 -3.45471 -0.89033 0.114
H 6.69241 -2.56337 -1.48614 0.116
H 6.05128 -0.75416 0.35729 0.125
H 6.47609 -2.35610 0.89175 0.114
H 3.97037 -2.49328 0.82630 0.045
H 4.04706 -1.72332 -1.65433 0.036
C -2.55982 -4.54153 0.81862 -0.249
C -1.31008 -3.77613 0.35931 -0.190
O -1.59518 -2.43988 -0.05641 -0.079
O -3.33707 -3.72445 1.59463 -0.094
H -2.22452 -5.36607 1.44774 0.108
H -3.13137 -4.91538 -0.03091 0.109
H -0.83038 -4.36640 -0.42143 0.107
H -0.58809 -3.66794 1.16871 0.107
H -2.07380 -2.09089 0.69905 0.046
H -4.22698 -3.78985 1.24052 0.042
C 3.74060 1.08114 3.03380 -0.230
C 4.55533 2.16912 2.38814 -0.232
O 5.66246 2.52989 3.21240 -0.062
O 4.46832 -0.11593 3.16597 -0.085
H 2.92864 0.89365 2.33118 0.095
H 3.30641 1.34859 3.99715 0.120
H 4.06736 3.14379 2.39314 0.112
H 4.91728 1.87897 1.40179 0.104
H 6.36530 1.92319 2.96841 0.077
H 4.39719 -0.73383 2.43470 0.017
C -5.89861 0.15552 -4.59420 -0.213
C -5.05961 -0.32609 -5.76319 -0.265
O -3.90960 0.45161 -5.90237 -0.053
O -5.18541 0.46428 -3.37635 -0.092
H -6.60991 -0.64229 -4.38049 0.099
H -6.50063 1.04101 -4.79814 0.112
H -5.60555 -0.16002 -6.69188 0.121
H -4.85281 -1.39629 -5.76342 0.088
H -3.39465 0.25418 -5.11660 0.027
H -5.70577 0.83757 -2.66117 0.037
C 0.56062 1.48348 4.78958 -0.252
C 0.79087 0.46266 5.91812 -0.268
O -0.15414 0.53997 6.91280 -0.050
O 0.93059 2.77685 5.19548 -0.059
H -0.51454 1.48830 4.61043 0.103
H 0.97563 1.19004 3.82533 0.096
H 1.80230 0.36433 6.31240 0.127
H 0.66853 -0.51057 5.44276 0.094
H 0.00855 -0.19707 7.50601 0.093
H 0.92613 3.32042 4.40421 0.032
C 2.65444 -5.27959 0.44634 -0.749
O 2.78527 -4.15990 0.86201 0.038
N 2.92038 -5.68383 -0.77996 0.198
N 2.24530 -6.20438 1.25585 0.193
H 3.15680 -5.04614 -1.52665 0.062
H 2.52981 -6.56222 -1.08979 0.090
H 2.19046 -7.14760 0.89890 0.119
H 2.22047 -5.90465 2.22003 0.081
C -1.29629 -6.66285 -2.08229 -0.765
O -1.45653 -6.92471 -0.88270 0.017
N -2.04799 -6.04948 -2.95442 0.191
N -0.15775 -6.92754 -2.58668 0.165
H -1.67137 -6.08196 -3.89101 0.111
H -3.03240 -5.83804 -2.87486 0.085
H -0.04124 -6.72455 -3.56919 0.107
H 0.61879 -7.23678 -2.01971 0.109
C 1.10107 4.41730 1.85888 -0.744
O 0.42030 3.98324 2.71655 0.060
N 1.66603 3.60591 0.98816 0.211
N 1.33823 5.71344 1.65550 0.198
H 2.20392 3.93593 0.19957 0.077
H 1.29100 2.67241 0.89862 0.062
H 1.94337 5.91033 0.87121 0.080
H 0.81346 6.33312 2.25609 0.125
C -5.55047 -5.29746 5.70193 -0.853
O -6.29303 -6.09840 6.17255 0.046
N -5.30991 -5.20920 4.43472 0.194
N -4.83599 -4.49943 6.38792 0.190
H -4.61340 -4.54416 4.13026 0.070
H -5.73111 -5.92695 3.86241 0.080
H -5.00887 -4.54762 7.38185 0.131
H -4.38591 -3.77023 5.85334 0.067
C -8.25554 1.94140 -1.49533 -0.798
O -7.07141 1.86847 -1.71160 0.039
N -8.80622 2.45138 -0.45928 0.206
N -9.10251 1.69676 -2.44652 0.180
H -8.15775 2.73489 0.26129 0.090
H -9.80374 2.60615 -0.42628 0.128
H -8.72820 1.37663 -3.32828 0.120
H -10.06736 1.69687 -2.14795 0.114
C 2.35807 -3.82403 4.34742 -0.735
O 3.12831 -3.49914 5.28666 -0.027
N 2.01399 -5.05259 4.33443 0.173
N 1.74194 -2.94738 3.55599 0.197
H 2.36733 -5.67091 5.05062 0.137
H 1.28123 -5.32278 3.69399 0.057
H 1.85933 -1.99177 3.86116 0.108
H 1.32876 -3.29878 2.70399 0.084
C 7.59972 -2.17791 3.92772 -0.803
O 8.32224 -1.23075 3.71758 0.027
N 6.32393 -2.20916 3.90115 0.203
N 8.07828 -3.36036 4.31055 0.138
H 6.00381 -3.07488 4.31123 0.112
H 5.82318 -1.47779 3.41695 0.081
H 9.07995 -3.48973 4.31255 0.109
H 7.44752 -4.14904 4.29536 0.095
```

Calculated values
Frontier orbital gap: 0.2925 Ha
Multiplicity: 1
Charge: 0
LUMO: -0.006 Eh